The following is a DFT calculation (ωB97M-V/def2-TZVPD) of the molecule C16H21N3O2S.

```
43
Properties=species:S:1:pos:R:3:forces:R:3
C 2.922 0.103 2.359 -0.210 0.026 0.035
C 1.541 0.616 1.976 0.226 0.072 -0.136
C 1.329 0.658 0.450 -0.225 0.081 0.348
C 1.329 -0.741 -0.136 -1.021 0.491 0.352
C 2.553 -1.237 -0.586 0.613 -0.462 -0.448
N 3.576 -1.607 -0.963 0.166 -0.041 -0.048
C 0.164 -1.431 -0.191 0.637 -0.491 -0.224
S -0.102 -3.112 -0.665 0.063 0.162 0.058
C 1.461 -3.924 -0.221 -0.416 0.231 -0.120
C 1.165 -5.399 0.020 0.323 0.362 -0.002
N 2.282 -6.136 0.199 0.287 -0.310 0.059
O 0.049 -5.855 0.057 -0.432 -0.210 -0.028
N -1.027 -0.790 0.074 -0.121 -0.278 -0.018
C -1.112 0.581 0.018 0.258 0.586 0.064
C 0.010 1.324 0.136 0.299 -0.608 -0.056
C -0.012 2.774 0.001 -0.463 0.275 -0.048
O 0.997 3.452 0.023 0.024 -0.088 0.034
C -1.388 3.401 -0.126 0.074 0.074 -0.118
C -2.390 2.532 -0.891 -0.156 0.018 0.006
C -3.768 3.195 -0.876 0.255 -0.147 0.047
C -1.931 2.352 -2.339 -0.011 0.007 0.180
C -2.471 1.168 -0.189 -0.007 0.171 -0.008
H 3.040 0.106 3.440 0.080 -0.033 0.080
H 3.078 -0.913 2.001 0.079 -0.088 0.023
H 3.693 0.736 1.926 0.134 0.038 -0.034
H 0.769 -0.015 2.427 -0.071 0.047 -0.023
H 1.414 1.631 2.358 -0.079 0.027 0.035
H 2.139 1.248 0.010 -0.120 -0.073 0.003
H 2.186 -3.798 -1.026 0.025 -0.045 0.176
H 1.842 -3.461 0.690 0.084 -0.062 -0.027
H 3.203 -5.740 0.141 -0.033 0.028 -0.017
H 2.188 -7.126 0.358 -0.025 0.055 -0.001
H -1.869 -1.339 -0.031 0.049 0.108 0.065
H -1.753 3.570 0.892 -0.031 0.031 0.057
H -1.277 4.378 -0.601 0.021 0.009 0.025
H -4.116 3.346 0.143 -0.064 0.029 0.123
H -3.727 4.163 -1.369 -0.015 0.125 -0.065
H -4.495 2.577 -1.400 -0.117 -0.062 -0.072
H -0.955 1.875 -2.382 0.089 -0.048 -0.101
H -1.857 3.318 -2.832 0.008 0.115 -0.078
H -2.640 1.740 -2.892 -0.077 -0.069 -0.084
H -2.950 1.295 0.788 -0.058 -0.034 -0.003
H -3.089 0.482 -0.773 -0.043 -0.021 -0.011
```
Positions in Å, forces in eV/Å.

Values from the calculation:
E, eV: -36334.27689
Charge: 0
E_LUMO, eV: 0.22
Frontier orbital gap, eV: 8.6
SMILES string: CC[C@H]1C(C#N)=C(SCC(N)=O)NC2=C1C(=O)CC(C)(C)C2

The following is a DFT calculation (ωB97M-V/def2-TZVPD) of C16H21N3O2STc as an isolated structure.

```
44
Properties=species:S:1:pos:R:3:forces:R:3
Tc -0.280 -0.193 0.110 -0.429 -0.096 0.573
N -1.257 -3.690 -1.859 0.174 0.135 0.044
C -2.605 -3.464 -1.591 -0.248 -0.197 -0.084
C -3.725 -4.174 -1.919 0.185 0.039 0.003
C -4.941 -3.619 -1.470 -0.011 -0.218 -0.131
C -5.000 -2.395 -0.719 0.057 0.306 0.182
C -3.868 -1.699 -0.399 -0.091 0.011 0.003
C -2.645 -2.241 -0.839 -0.206 0.131 0.087
N -1.355 -1.788 -0.691 0.139 0.426 0.039
C -0.550 -2.699 -1.332 0.221 -0.237 -0.111
C 0.871 -2.468 -1.339 -0.103 -0.094 -0.043
C 1.907 -3.158 -1.902 0.048 0.084 -0.015
S 3.381 -2.353 -1.626 -0.123 -0.036 0.031
C 2.564 -1.136 -0.767 -0.022 -0.027 0.109
N 1.262 -1.306 -0.674 0.171 0.096 -0.269
H -0.891 -4.482 -2.379 0.025 -0.006 0.009
H -3.712 -5.097 -2.485 0.031 -0.015 -0.009
H -5.872 -4.127 -1.698 0.005 -0.029 -0.015
H -5.977 -2.039 -0.416 0.020 0.050 0.028
H -3.917 -0.773 0.158 -0.011 0.007 0.014
H 1.886 -4.080 -2.468 -0.010 -0.025 -0.005
H 3.090 -0.299 -0.326 0.017 0.020 -0.004
C -0.598 3.983 -0.466 -0.044 0.070 0.060
C 0.048 3.557 -1.805 0.032 0.014 -0.080
C 0.675 2.195 -1.595 0.221 -0.069 0.014
O 0.043 1.654 -0.319 0.034 -0.086 -0.362
C -0.350 2.875 0.530 -0.175 -0.223 0.074
H -1.665 4.154 -0.595 0.029 0.012 0.011
H -0.152 4.904 -0.092 -0.053 -0.024 0.016
H 0.821 4.263 -2.107 -0.030 -0.032 -0.034
H -0.701 3.523 -2.593 0.028 0.004 0.011
H 1.743 2.223 -1.386 -0.013 0.029 -0.016
H 0.439 1.468 -2.370 0.049 -0.012 -0.022
H 0.515 3.015 1.175 -0.035 0.045 -0.002
H -1.229 2.567 1.098 0.038 0.045 0.051
C -0.757 -1.429 4.062 0.036 -0.009 -0.037
C -0.728 -0.194 3.222 -0.019 0.168 0.015
O 0.182 -0.416 1.988 0.072 -0.333 -0.165
H -1.409 -1.226 4.917 0.001 0.018 0.003
H 0.226 -1.663 4.475 0.010 -0.010 0.002
H -1.163 -2.287 3.529 -0.017 -0.026 0.007
H -0.282 0.671 3.711 -0.031 -0.012 0.000
H -1.682 0.075 2.767 -0.033 -0.026 0.037
H 0.988 -0.888 2.268 0.063 0.133 -0.018
```
Positions in Å, forces in eV/Å.

Values from the calculation:
Multiplicity: 2
E, eV: -38486.35964
Charge: +4
Expectation value of S²: 0.797
E_LUMO (spin up / spin down), eV: -14.80 / -16.46
Frontier orbital gap (spin up / spin down), eV: 7.5 / 6.1

The following is a DFT calculation (ωB97M-V/def2-TZVPD) of the molecule C16H21N3O3.

```
43
Properties=species:S:1:pos:R:3:forces:R:3
C 1.046 -1.463 -3.584 -0.091 0.224 0.028
C 0.044 -0.316 -3.519 -0.102 -0.150 -0.170
C -1.412 -0.774 -3.622 0.120 -0.026 0.230
C -1.828 -1.768 -2.534 -0.230 0.168 -0.331
N -1.572 -1.241 -1.213 0.313 -0.008 -0.131
C -2.547 -1.149 -0.300 0.018 0.264 0.159
O -3.721 -1.403 -0.482 -0.341 -0.141 -0.084
N -2.175 -0.680 0.974 -0.434 -0.251 0.419
C -1.177 0.149 1.435 0.829 0.158 -0.172
C 0.206 0.202 1.250 -0.580 0.144 0.149
C 1.161 -0.625 0.553 0.209 -0.456 -0.309
O 0.921 -1.605 -0.132 0.122 0.204 0.240
O 2.426 -0.203 0.759 -0.304 0.210 0.195
C 3.449 -0.968 0.122 0.419 -0.383 -0.314
C 4.791 -0.355 0.473 -0.465 -0.018 0.018
N 0.710 1.254 2.011 0.290 0.100 -0.015
C -0.288 1.854 2.695 -0.482 -0.262 -0.081
C -0.265 2.930 3.580 0.003 0.143 0.117
C -1.462 3.331 4.126 0.252 0.011 -0.040
C -2.664 2.688 3.806 -0.288 -0.115 -0.014
C -2.696 1.625 2.935 0.030 0.055 0.023
C -1.494 1.192 2.367 0.418 0.225 0.059
H 2.057 -1.073 -3.690 0.122 -0.051 0.011
H 0.839 -2.104 -4.439 0.023 -0.120 -0.103
H 1.008 -2.063 -2.679 0.063 -0.145 0.052
H 0.239 0.378 -4.341 0.012 0.070 0.088
H 0.183 0.234 -2.586 0.008 0.117 -0.003
H -2.059 0.103 -3.561 -0.088 -0.023 -0.037
H -1.576 -1.247 -4.593 -0.036 0.010 -0.085
H -2.900 -1.966 -2.607 0.186 -0.079 0.015
H -1.288 -2.711 -2.661 -0.072 -0.007 0.024
H -0.614 -1.306 -0.883 -0.116 -0.006 0.113
H -3.019 -0.586 1.530 0.150 -0.164 -0.247
H 3.381 -2.006 0.467 -0.014 0.159 -0.092
H 3.276 -0.959 -0.960 0.002 -0.044 0.168
H 4.942 -0.369 1.549 0.077 -0.003 0.093
H 4.837 0.674 0.127 0.069 0.093 -0.038
H 5.585 -0.924 -0.003 0.092 -0.045 -0.041
H 1.688 1.482 2.039 -0.089 0.001 0.006
H 0.662 3.425 3.826 0.080 0.075 0.044
H -1.481 4.160 4.817 0.025 0.071 0.052
H -3.581 3.040 4.255 -0.086 0.012 0.024
H -3.632 1.144 2.693 -0.118 -0.014 -0.020
```
Positions in Å, forces in eV/Å.

Values from the calculation:
E, eV: -27547.38665
Charge: 0
E_LUMO, eV: 0.10
Frontier orbital gap, eV: 8.1
SMILES string: CCCCNC(=O)Nc1c(C(=O)OCC)[nH]c2ccccc12

The following is a DFT calculation (ωB97M-V/def2-TZVPD) of the molecule C16H21N3O4S2.

```
46
Properties=species:S:1:pos:R:3:forces:R:3
C -1.618 -0.102 -3.921 0.071 0.127 0.034
C -0.739 0.999 -3.341 -0.649 0.322 0.079
C 0.038 1.787 -4.404 0.010 0.079 -0.020
C 1.438 1.165 -4.378 0.018 0.052 -0.086
C 1.541 0.544 -2.999 -0.071 0.017 -0.246
O 2.542 0.142 -2.434 0.478 0.041 0.170
N 0.297 0.461 -2.496 -0.026 -0.001 0.057
C -0.039 0.216 -1.111 0.057 -0.165 0.383
C -0.072 -1.297 -0.802 0.051 0.456 -0.306
O -1.063 -1.863 -0.391 -0.291 -0.148 0.187
N 1.102 -1.900 -1.057 0.458 -0.314 -0.190
C 1.379 -3.237 -0.585 -0.033 -0.148 0.030
C 2.178 -3.201 0.737 -0.213 0.047 -0.122
C 1.514 -2.195 1.632 0.072 -0.122 0.201
C 1.971 -0.880 1.641 -0.110 0.089 0.197
C 1.230 0.113 2.254 0.227 -0.006 -0.144
C 0.039 -0.220 2.866 -0.406 0.270 0.180
S -0.995 1.108 3.425 0.270 0.373 0.535
N 0.020 1.921 4.499 -0.389 -0.444 -0.629
O -2.126 0.596 4.143 0.256 -0.272 0.032
O -1.214 1.991 2.313 0.266 0.119 0.077
C -0.402 -1.526 2.925 -0.163 -0.030 0.125
C 0.343 -2.516 2.309 0.186 0.139 0.019
C -1.387 0.878 -0.828 -0.384 0.059 -0.170
S -1.711 2.054 -2.178 0.298 -0.035 -0.155
H -2.026 -0.721 -3.126 -0.065 -0.077 0.060
H -2.440 0.341 -4.477 -0.073 -0.008 -0.065
H -1.033 -0.735 -4.587 0.075 -0.109 -0.095
H -0.437 1.721 -5.380 -0.037 0.006 -0.007
H 0.084 2.837 -4.114 0.017 -0.027 -0.016
H 2.238 1.886 -4.533 0.030 -0.069 0.023
H 1.548 0.375 -5.124 0.063 -0.017 0.021
H 0.754 0.652 -0.488 -0.093 -0.051 -0.138
H 1.883 -1.329 -1.371 -0.179 0.095 -0.022
H 0.412 -3.717 -0.419 0.148 -0.039 -0.066
H 1.933 -3.786 -1.350 -0.089 -0.041 0.056
H 3.207 -2.904 0.532 0.046 -0.041 0.045
H 2.177 -4.196 1.179 0.078 -0.039 0.022
H 2.890 -0.629 1.131 0.077 0.035 -0.066
H 1.540 1.146 2.239 0.165 0.113 -0.054
H 0.030 2.912 4.315 -0.072 0.190 -0.181
H -0.238 1.733 5.454 -0.088 -0.137 0.190
H -1.337 -1.739 3.418 -0.119 -0.103 0.040
H -0.010 -3.536 2.314 -0.073 -0.112 -0.025
H -1.393 1.424 0.114 0.032 -0.104 -0.068
H -2.179 0.127 -0.810 0.173 0.030 0.109
```
Positions in Å, forces in eV/Å.

Values from the calculation:
E, eV: -51265.21909
Charge: 0
E_LUMO, eV: 0.55
Frontier orbital gap, eV: 9.3
SMILES string: C[C@]12CCC(=O)N1[C@H](C(=O)NCCc1ccc(S(N)(=O)=O)cc1)CS2

The following is a DFT calculation (ωB97M-V/def2-TZVPD) of the molecule C16H21N3O5S.

```
46
Properties=species:S:1:pos:R:3:forces:R:3
H -2.113 2.215 -2.416 0.234 0.037 0.098
N -2.214 1.308 -1.980 -0.635 0.259 -0.392
C -1.213 0.842 -1.367 0.263 0.123 0.023
C -1.303 -0.463 -0.729 0.471 -0.600 0.474
C -2.474 -1.210 -0.762 0.052 -0.264 0.161
C -2.575 -2.445 -0.142 0.039 0.263 -0.178
O -3.798 -3.033 -0.257 0.094 0.277 0.113
C -3.993 -4.396 0.042 -0.198 -0.420 0.055
C -1.453 -2.953 0.560 0.004 -0.091 0.048
O -1.586 -4.153 1.205 -0.256 0.390 -0.274
C -0.482 -4.673 1.903 0.167 -0.084 0.130
C -0.280 -2.220 0.578 -0.068 -0.091 0.008
C -0.189 -0.985 -0.063 -0.790 0.115 -0.313
N 0.996 -0.297 -0.025 -0.098 0.664 0.142
C 1.059 0.857 -0.588 0.431 -0.793 0.652
S 2.641 1.626 -0.516 0.430 0.184 -0.012
C 3.512 0.248 0.270 -0.469 0.181 -0.104
C 3.162 -1.049 -0.430 0.492 -0.216 -0.464
O 3.078 -1.197 -1.619 0.142 -0.023 -0.030
O 3.146 -2.073 0.436 0.088 -0.422 0.544
N 0.041 1.489 -1.223 -0.394 -0.110 -0.152
C 0.202 2.826 -1.761 -0.174 0.446 -0.066
C -0.470 3.886 -0.881 0.352 -0.102 0.221
C 0.280 4.087 0.431 -0.288 0.033 -0.023
O 1.548 4.625 0.141 -0.152 0.015 -0.292
C 2.355 4.783 1.277 0.043 0.003 0.109
H -3.330 -0.814 -1.282 -0.144 0.001 -0.061
H -3.929 -4.592 1.115 -0.022 -0.001 -0.132
H -3.277 -5.032 -0.484 -0.042 0.025 0.027
H -5.001 -4.621 -0.307 0.074 -0.018 0.015
H -0.827 -5.614 2.331 0.084 0.057 -0.007
H 0.362 -4.870 1.234 -0.021 0.025 0.021
H -0.162 -4.005 2.708 0.002 -0.017 -0.042
H 0.593 -2.569 1.103 0.072 -0.061 0.076
H 4.576 0.458 0.152 -0.012 -0.007 -0.010
H 3.249 0.189 1.325 0.071 -0.025 -0.081
H 2.957 -2.893 -0.046 0.082 0.239 -0.181
H -0.218 2.848 -2.771 0.167 -0.037 0.083
H 1.268 3.052 -1.830 -0.153 -0.033 -0.151
H -1.499 3.600 -0.661 -0.013 0.042 -0.045
H -0.472 4.832 -1.424 -0.088 0.051 -0.013
H 0.384 3.129 0.965 0.000 0.077 0.002
H -0.284 4.774 1.083 0.075 -0.105 -0.048
H 1.898 5.471 1.999 0.035 -0.016 -0.026
H 2.535 3.821 1.772 0.007 0.013 -0.008
H 3.301 5.193 0.931 0.046 0.015 0.102
```
Positions in Å, forces in eV/Å.

Values from the calculation:
E, eV: -42475.17587
Charge: 0
E_LUMO, eV: 0.55
Frontier orbital gap, eV: 8.1
SMILES string: [H]/N=c1/c2cc(OC)c(OC)cc2nc(SCC(=O)O)n1CCCOC

The following is a DFT calculation (ωB97M-V/def2-TZVPD) of the molecule C16H21N3O5S.

```
46
Properties=species:S:1:pos:R:3:forces:R:3
C -8.256 -0.817 0.797 0.420 0.129 -0.098
C -6.939 -0.346 0.202 -0.197 -0.044 -0.077
O -5.940 -0.449 1.198 -0.233 -0.145 0.080
C -4.724 0.166 0.891 0.272 -0.024 -0.093
C -3.891 -0.596 -0.163 -0.533 0.053 0.252
C -2.569 0.039 -0.336 -0.144 0.714 -0.389
N -1.447 -0.482 -0.012 -1.037 -1.145 0.393
N -0.384 0.279 -0.232 1.310 0.806 -0.049
C -0.659 1.427 -0.743 -1.436 -0.342 0.056
N 0.200 2.422 -1.078 0.119 0.773 -0.426
C 1.567 2.583 -0.817 -0.052 0.243 -0.037
O 1.998 3.716 -0.823 0.058 -0.014 0.061
C 2.388 1.390 -0.585 0.625 -0.421 0.067
C 2.173 0.187 -1.248 0.244 0.096 -0.045
C 3.004 -0.888 -0.996 0.185 0.078 0.127
O 2.865 -2.115 -1.563 0.245 0.126 0.170
C 1.694 -2.369 -2.303 -0.195 -0.022 -0.111
C 4.090 -0.774 -0.096 -0.110 -0.125 -0.120
O 4.802 -1.919 0.034 -0.290 0.334 -0.227
C 5.823 -2.054 0.997 0.408 -0.161 0.318
C 4.326 0.461 0.531 -0.012 -0.079 -0.014
O 5.404 0.563 1.374 -0.190 -0.292 -0.271
C 5.646 1.795 2.009 0.048 0.158 0.089
C 3.470 1.524 0.277 -0.190 0.073 -0.033
S -2.400 1.668 -1.002 0.734 -0.592 0.283
H -8.519 -0.199 1.651 -0.067 0.057 0.073
H -9.044 -0.756 0.052 -0.110 -0.016 -0.057
H -8.158 -1.846 1.133 -0.044 -0.119 0.022
H -6.681 -0.965 -0.670 -0.008 0.109 0.059
H -7.022 0.700 -0.133 0.045 -0.093 0.004
H -4.888 1.199 0.542 0.005 -0.067 0.109
H -4.167 0.195 1.832 0.032 0.099 -0.140
H -4.426 -0.596 -1.116 0.008 -0.100 0.014
H -3.744 -1.624 0.168 0.028 0.032 -0.056
H -0.240 3.302 -1.330 0.252 -0.153 0.075
H 1.378 0.105 -1.966 -0.091 -0.101 -0.021
H 1.678 -1.803 -3.241 -0.008 -0.008 0.039
H 1.718 -3.434 -2.531 -0.043 0.077 -0.018
H 0.797 -2.139 -1.720 0.020 0.003 -0.021
H 6.141 -3.093 0.923 -0.018 0.069 0.025
H 6.670 -1.397 0.786 -0.081 -0.087 0.032
H 5.455 -1.856 2.006 0.030 -0.021 -0.072
H 6.541 1.637 2.610 -0.065 0.075 -0.020
H 5.833 2.593 1.284 -0.024 -0.017 0.027
H 4.817 2.083 2.663 0.019 0.004 -0.035
H 3.621 2.482 0.746 0.071 0.080 0.054
```
Positions in Å, forces in eV/Å.

Values from the calculation:
E, eV: -42473.57817
Charge: 0
E_LUMO, eV: 0.39
Frontier orbital gap, eV: 8.3
SMILES string: CCOCCc1nnc(NC(=O)c2cc(OC)c(OC)c(OC)c2)s1